[1]
DFT (the ωB97M-V functional and the def2-TZVPD basis) results for a molecular structure, C42H59Br2N8O3RbSeSi.

```
117
C42H59Br2N8O3RbSeSi, DFT the ωB97M-V functional and the def2-TZVPD basis
Rb 0.37355 1.49833 -0.01164
C 3.88380 -2.17619 2.47642
N 3.08702 -1.81461 1.32144
C 3.70265 -1.93484 0.00995
C 1.84047 -1.31707 1.41668
O 1.13096 -1.09550 0.44877
C 1.33947 -0.97763 2.82020
O 0.20056 -0.17589 2.65090
C -0.34675 0.29881 3.84747
C -1.43213 1.30677 3.45535
O -1.35108 1.87857 2.38304
N -2.43897 1.54016 4.33205
C -2.54293 1.00160 5.67189
C -3.47502 2.49202 3.97358
H 4.59292 -2.94707 2.17741
H 3.26459 -2.59645 3.26776
H 4.44870 -1.32633 2.87039
H 3.71396 -2.97584 -0.32476
H 4.72614 -1.56235 0.06305
H 3.15151 -1.32037 -0.69751
H 2.11466 -0.43848 3.38021
H 1.10457 -1.90343 3.36583
H 0.40556 0.82345 4.45629
H -0.73797 -0.53516 4.44220
H -1.73154 0.32039 5.90143
H -3.48821 0.46651 5.79192
H -2.51730 1.81266 6.40401
H -3.26254 2.89451 2.98807
H -3.50470 3.30638 4.70073
H -4.44943 1.99784 3.96502
C 2.53585 4.41176 2.11524
C 3.29488 4.08324 0.85462
C 4.33594 4.89426 0.43222
C 4.97530 4.54188 -0.75821
C 4.56611 3.43993 -1.46134
C 3.47602 2.64037 -0.98876
N 2.87794 3.00803 0.18964
N 2.98231 1.57964 -1.61469
Si 3.24169 0.98918 -3.17303
C 1.92395 -0.32177 -3.47569
C 4.91225 0.14347 -3.43321
C 3.07783 2.27021 -4.55341
H 3.19368 4.82422 2.88101
H 2.05065 3.51567 2.50263
H 1.75902 5.15276 1.91062
H 4.64047 5.75653 1.00918
H 5.80355 5.13871 -1.12477
H 5.06719 3.15005 -2.37546
H 1.87114 -0.98107 -2.60680
H 2.12647 -0.92760 -4.36131
H 0.93771 0.13354 -3.59559
H 5.05661 -0.67198 -2.72054
H 5.74354 0.83963 -3.30602
H 4.97772 -0.27531 -4.44066
H 2.06897 2.68838 -4.57952
H 3.27574 1.82229 -5.52987
H 3.77699 3.09864 -4.42144
Br -0.36453 7.54434 -4.87917
C -0.30697 6.08326 -3.68120
C 0.89935 5.49245 -3.36587
C 0.86668 4.41939 -2.48409
N -0.25056 3.95344 -1.94135
C -1.40639 4.53779 -2.24819
C -1.48410 5.61324 -3.12726
C -2.62644 3.97015 -1.58664
C -3.87116 4.58698 -1.69656
C -4.94479 4.00187 -1.05464
Br -6.65316 4.80251 -1.17560
C -4.77567 2.84166 -0.32402
C -3.49341 2.31388 -0.26971
N -2.44937 2.85538 -0.88095
H 1.83212 5.83773 -3.78553
H 1.78212 3.90989 -2.20964
H -2.42271 6.07571 -3.38915
H -4.01062 5.49956 -2.25418
H -5.60222 2.36370 0.18004
H -3.29927 1.40410 0.28578
C -2.04554 -3.49212 -4.24068
C -1.70405 -4.48703 -3.13771
C -0.24636 -4.40830 -2.69056
C 0.09327 -3.14915 -1.90077
N -0.47676 -3.16787 -0.56169
C -1.50009 -2.40115 -0.10822
Se -2.49526 -1.21563 -1.08081
N -1.65561 -2.68336 1.21554
C -2.61397 -2.06249 2.10929
C -3.74150 -2.98866 2.55152
C -4.70552 -3.42272 1.44510
C -4.17643 -4.54344 0.55362
C -0.69517 -3.59246 1.61493
C -0.39623 -4.13994 2.85203
C 0.69610 -4.99619 2.91958
C 1.45521 -5.29368 1.78714
C 1.14728 -4.75040 0.54678
C 0.05813 -3.89813 0.48199
H -3.06362 -3.64322 -4.59962
H -1.37016 -3.60914 -5.09100
H -1.97589 -2.46460 -3.88465
H -1.90571 -5.50288 -3.48711
H -2.35890 -4.32109 -2.27735
H 0.40562 -4.43581 -3.56863
H 0.00544 -5.28465 -2.08589
H -0.27226 -2.24841 -2.39129
H 1.17373 -3.04206 -1.78431
H -3.00785 -1.19396 1.58005
H -2.05732 -1.70274 2.97775
H -4.29470 -2.44968 3.32666
H -3.32331 -3.87781 3.03506
H -4.96019 -2.55620 0.82904
H -5.63242 -3.75678 1.91737
H -3.38717 -4.19329 -0.10873
H -4.97073 -4.94373 -0.07651
H -3.78001 -5.36590 1.15360
H -0.98548 -3.91315 3.73038
H 0.95796 -5.44683 3.86722
H 2.29684 -5.96670 1.87482
H 1.73764 -4.98117 -0.32899
```

Its LUMO energy is -0.1 eV. The relative energy (zero: lowest compared OMol25 entry of this formula, charge and spin) is 0.436 eV. The frontier orbital gap comes out at 5.92 eV.

[2]
DFT (the ωB97M-V functional and the def2-TZVPD basis) results for a molecular structure, C2H3EuO2.

```
8
C2H3EuO2, DFT the ωB97M-V functional and the def2-TZVPD basis
O 0.96677 0.95347 -1.48572
C 0.97927 0.55900 -3.00495
C -0.30102 0.71064 -1.59956
H 1.04591 -0.51822 -3.14628
H 1.32373 1.33151 -3.68429
H -1.02759 1.53150 -1.65740
Eu -0.75176 -0.51634 1.99879
O -0.13900 0.29245 -0.22906
```

Its LUMO energy (alpha / beta) is -9.4 / -10.5 eV. Its spin multiplicity is 9. The relative energy (zero: lowest compared OMol25 entry of this formula, charge and spin) is 4.153 eV. The frontier orbital gap (alpha / beta) comes out at 8.42 / 7.17 eV. As for the net charge: +2.

[3]
DFT (the ωB97M-V functional and the def2-TZVPD basis) results for 11 unconnected molecules or ions with the total composition C6H32NO11.

```
50
C6H32NO11, DFT the ωB97M-V functional and the def2-TZVPD basis
C -0.54412 -3.20066 1.55961
O -0.36624 -2.04340 0.70640
C 0.79116 -3.40743 2.32561
C 1.95134 -2.48879 1.90886
C 1.97110 -2.26239 0.48971
C 2.39986 -1.10033 -0.10165
N 2.09052 -0.85405 -1.46082
C 2.48386 0.24376 -2.04282
H -1.44342 -3.12451 2.18850
H -0.82455 -4.08988 0.93407
H -0.67620 -1.28708 1.24911
H 0.92845 -4.50259 2.10018
H 0.73793 -3.26284 3.40739
H 1.91123 -1.45994 2.44389
H 2.86537 -2.94175 2.40972
H 1.50275 -2.99386 -0.25404
H 3.09187 -0.41197 0.34448
H 1.59173 -1.64962 -1.93673
H 2.37239 0.31934 -3.16724
H 2.69727 1.05478 -1.38301
H -2.86186 1.63861 1.03990
H -1.63236 2.53853 1.27525
O -2.18619 2.14097 0.58399
H 0.07610 2.18743 -2.26428
H 0.48122 2.03689 -3.89746
O 0.56577 2.52044 -3.07678
H -4.19932 0.26540 -2.77368
H -3.72355 0.22816 -1.42166
O -3.67798 -0.32731 -2.20820
H -2.32727 -0.55737 2.86044
H -1.14262 0.46728 2.36195
O -1.88191 -0.10436 2.13092
H 1.34350 3.46646 -1.46502
H 0.67780 4.27878 -0.64600
O 1.31321 3.56368 -0.48544
H -2.50045 3.64937 -2.45459
H -2.40792 3.09694 -1.02206
O -1.88302 3.27629 -1.81113
H -1.39166 0.37100 -2.65173
H -0.91554 0.49142 -1.15913
O -0.62757 0.19305 -2.04852
H 1.58620 2.84724 1.81070
H 2.07602 1.77281 2.61596
O 1.23673 2.03368 2.20085
H -1.37406 1.95390 4.36090
H -0.03719 1.37725 4.07727
O -0.95010 1.10506 4.20833
H -0.16079 -3.02770 -1.79233
H -0.22427 -2.23673 -3.10927
O 0.34356 -2.79322 -2.57291
```

Its LUMO energy (alpha / beta) is -8.5 / -11.2 eV. Its spin multiplicity is 2. The relative energy (zero: lowest compared OMol25 entry of this formula, charge and spin) is 1.599 eV. The frontier orbital gap (alpha / beta) comes out at 7.71 / 5.02 eV. As for the net charge: +2.

These records have F_max values of 0.47; 12.37; 2.69 eV/A, in the order they appear.